ORCA calculation (wB97M-V/def2-TZVPD) on a molecular structure, C17H32Br8F9GaIS.

Positions of all 69 atoms, in Å:
1 F 2.697564 -4.973959 -1.964947
2 C 1.957567 -3.883582 -1.670314
3 F 1.660491 -3.986385 -0.341277
4 C 0.680578 -3.822255 -2.468349
5 C -0.454014 -3.019353 -1.822164
6 C -1.628393 -3.901568 -1.446535
7 C -2.310812 -4.497202 -2.678295
8 Ga -3.366471 -3.115736 -3.783545
9 C -4.636147 -2.131166 -2.486635
10 C -4.655466 -0.618162 -2.724030
11 C -4.901544 0.206927 -1.449052
12 I -3.060042 0.509944 -0.381990
13 C 2.858821 -2.624779 -1.751677
14 F 3.682708 -2.613681 -0.673695
15 F 2.106157 -1.504758 -1.728442
16 S 4.019365 -2.559943 -3.267238
17 F 3.110122 -3.553517 -4.074429
18 F 4.848284 -3.763682 -2.684350
19 F 4.975346 -1.537909 -2.514146
20 F 3.246832 -1.341740 -3.905788
21 F 5.008945 -2.530926 -4.493450
22 H 0.867673 -3.472567 -3.472741
23 H 0.375108 -4.857585 -2.539017
24 H -0.822585 -2.322875 -2.566748
25 H -0.127723 -2.413140 -0.990364
26 H -1.242677 -4.714460 -0.824301
27 H -2.318187 -3.307077 -0.861822
28 H -3.001765 -5.252964 -2.321010
29 H -1.561159 -4.988594 -3.288780
30 H -2.385629 -2.065117 -4.527421
31 H -4.277819 -3.868038 -4.899268
32 H -4.309867 -2.332930 -1.469952
33 H -5.644722 -2.516578 -2.573806
34 H -5.447066 -0.351831 -3.417792
35 H -3.719501 -0.290339 -3.155426
36 H -5.308042 1.177751 -1.687508
37 H -5.546869 -0.332760 -0.776161
38 Br -2.545204 5.419957 1.566618
39 C -2.122583 4.274885 3.085929
40 C -2.641316 2.876923 2.902937
41 Br -4.566619 2.775414 3.137767
42 H -2.531510 4.766710 3.962040
43 H -1.037411 4.265064 3.148573
44 H -2.215035 2.217263 3.656191
45 H -2.439030 2.475261 1.915089
46 Br 1.811921 4.630819 4.249022
47 C 2.918440 4.860434 2.664384
48 C 2.103878 4.780303 1.403340
49 Br 1.612072 2.948448 0.987826
50 H 3.689283 4.098135 2.712149
51 H 3.369554 5.846021 2.765105
52 H 2.693890 5.119216 0.554739
53 H 1.183789 5.353477 1.464476
54 Br 7.278825 6.504457 1.511754
55 C 6.787361 4.649664 1.187454
56 C 6.608091 4.360062 -0.277711
57 Br 4.944281 5.089224 -0.968371
58 H 5.885132 4.464137 1.758795
59 H 7.602570 4.056826 1.594667
60 H 6.543633 3.286903 -0.444164
61 H 7.404977 4.774599 -0.884869
62 Br -4.228400 -0.991355 3.676658
63 C -3.428041 -1.446313 5.384403
64 C -2.596875 -0.309933 5.918162
65 Br -0.906152 -0.131382 4.971729
66 H -2.852936 -2.353540 5.233993
67 H -4.257726 -1.648835 6.057961
68 H -2.332390 -0.484738 6.958586
69 H -3.105530 0.644434 5.827235

Atoms 1-6, force components in eV/Å:
0.1587 -0.2661 -0.0576
-0.6744 0.4497 0.2718
0.0047 -0.0903 0.0668
0.0241 0.0189 0.3250
-0.2397 0.2466 -0.4428
0.3723 -0.4059 -0.2684

Values from the calculation:
HOMO level	-4.7	eV
2S+1	1
electronic energy	-24778.48106	Eh
E_LUMO	1.6	eV
charge	-1

Results of the natural (NBO) charge analysis, in e, for atoms 1 through 8: F -0.328; C 0.642; F -0.331; C -0.482; C -0.409; C -0.391; C -0.858; Ga 0.832